57
Properties=species:S:1:pos:R:3:nbo_charge:R:1 method="wB97M-V/def2-TZVPD" multiplicity=1 e_homo_ev=-7.66 e_above_lowest_kj_mol=2074.3
C -6.70 -1.94 -1.04 -0.637
C -5.62 -2.25 0.00 -0.079
O -4.27 -2.04 -0.42 -0.462
C -3.79 -0.94 -0.54 0.368
C -2.50 -1.09 -1.10 -0.184
C -1.86 0.19 -1.02 -0.048
C -2.53 1.37 -0.60 0.107
C -3.79 1.52 -0.48 -0.166
C -4.51 0.34 -0.32 -0.308
H -5.44 0.31 0.11 0.211
H -4.31 2.63 -0.10 0.223
N -1.82 2.75 -0.98 -0.562
C -0.35 2.56 -1.27 0.615
O 0.21 3.92 -1.11 -0.748
C 0.26 1.45 -1.57 -0.250
C -0.50 0.28 -1.31 -0.034
H 0.11 -0.78 -1.60 0.276
C 1.72 1.45 -1.58 -0.244
N 2.63 1.01 -0.64 -0.447
C 2.85 -0.37 -0.61 0.813
O 2.35 -1.13 -1.69 -0.723
N 3.70 -0.81 0.31 -0.497
C 4.95 0.01 0.66 -0.195
H 4.80 0.17 1.85 0.233
C 6.20 -0.80 0.11 -0.328
C 5.79 -2.11 -0.51 -0.442
H 6.30 -3.23 -0.36 0.256
C 4.30 -2.11 -0.06 -0.230
H 3.54 -2.81 -0.63 0.274
H 4.25 -2.83 1.01 0.171
H 5.73 -1.76 -1.61 0.205
H 6.96 -0.42 -0.27 0.186
H 6.63 -1.30 1.32 0.151
H 4.96 0.71 0.02 0.194
C 2.27 1.45 0.73 -0.243
C 1.02 1.34 1.38 -0.132
C 0.65 -0.19 1.31 -0.140
C -0.61 -0.54 2.27 -0.307
C -1.50 0.49 2.41 0.387
C -1.26 1.91 2.39 -0.216
C 0.17 2.04 1.93 -0.154
H 0.22 3.23 1.92 0.235
H -1.94 2.49 2.65 0.203
F -2.75 -0.04 2.90 -0.379
H -1.00 -1.53 2.02 0.235
H 1.47 -1.03 1.16 0.241
H 2.42 2.49 0.62 0.229
H 3.23 1.09 1.45 0.222
H 2.10 2.64 -1.87 0.246
H 1.89 1.02 -2.52 0.254
H -2.15 3.58 -0.72 0.401
H -2.03 -1.81 -1.21 0.177
H -5.79 -1.54 0.78 0.178
H -5.82 -3.37 0.41 0.205
H -7.65 -2.16 -0.67 0.221
H -6.60 -0.82 -1.27 0.220
H -6.58 -2.67 -2.03 0.216